(1)
A molecular structure, C27H30BrF4FeN3O5Si. Source: OMol25; level of theory: the ωB97M-V functional and the def2-TZVPD basis.

The relative energy (zero: lowest compared OMol25 entry of this formula, charge and spin) comes out at 0.000 eV. As for the expectation value of S²: 6.010. As for the net charge: -2. For the lowest unoccupied orbital energy (spin up / spin down), the calculation gives 4.26 / 4.26 eV. The value obtained for the max |F| is 0.58 eV/A. As for the orbital gap (spin up / spin down): 5.5500 / 6.2301 eV. The spin multiplicity is 5.

Each line ends with the Löwdin charge.
Positions of all 72 atoms, in Å:
1 Fe 0.33 -0.29 -0.56  0.725
2 C -0.88 3.31 -0.08  -0.070
3 C -1.68 2.49 -1.08  -0.227
4 N -1.85 1.06 -0.77  -0.191
5 C -2.83 0.83 0.29  -0.258
6 C -2.41 1.32 1.67  -0.088
7 C -2.35 0.41 -1.99  -0.198
8 C -1.23 0.11 -2.97  -0.202
9 N -0.38 -0.93 -2.42  -0.038
10 C -0.23 -2.10 -3.02  -0.178
11 C 0.66 -3.06 -2.46  -0.161
12 F 1.37 -2.67 -1.38  0.047
13 C 0.89 -4.31 -2.96  -0.236
14 F 1.76 -5.12 -2.32  0.059
15 C 0.26 -4.78 -4.11  0.009
16 C -0.57 -3.87 -4.72  -0.247
17 F -1.21 -4.23 -5.86  0.042
18 C -0.81 -2.60 -4.23  -0.136
19 F -1.66 -1.84 -4.98  0.029
20 H -0.51 4.21 -0.58  0.051
21 H -1.48 3.64 0.77  0.055
22 H -0.02 2.76 0.30  0.053
23 H -2.68 2.93 -1.23  0.115
24 H -1.15 2.54 -2.04  0.088
25 H -3.79 1.30 0.01  0.114
26 H -3.00 -0.24 0.33  0.089
27 H -2.71 2.34 1.87  0.059
28 H -2.85 0.68 2.44  0.073
29 H -1.33 1.24 1.77  0.043
30 H -2.81 -0.55 -1.71  0.116
31 H -3.14 1.03 -2.45  0.118
32 H -1.68 -0.15 -3.92  0.101
33 H -0.63 1.01 -3.13  0.088
34 H 0.43 -5.77 -4.50  0.109
35 O 3.05 0.83 2.04  0.011
36 N 2.23 0.52 1.20  -0.582
37 O 2.44 -0.40 0.38  -0.084
38 O 1.15 1.15 1.08  -0.121
39 Br 1.56 5.80 -2.30  0.729
40 C 2.74 4.60 -1.39  -0.590
41 C 3.75 5.22 -0.65  -0.168
42 C 4.67 4.45 0.03  -0.107
43 C 4.59 3.06 -0.03  -0.078
44 C 3.57 2.47 -0.75  -0.022
45 C 2.61 3.22 -1.44  -0.135
46 C 1.51 2.45 -2.17  -0.646
47 O 0.97 2.99 -3.14  -0.055
48 O 1.28 1.30 -1.72  -0.079
49 H 3.80 6.30 -0.62  0.077
50 H 5.44 4.93 0.62  0.090
51 H 5.28 2.44 0.52  0.101
52 H 3.46 1.40 -0.78  0.104
53 C -1.93 -3.03 0.93  -0.275
54 Si -0.41 -1.91 1.35  0.598
55 C 1.00 -3.21 1.65  -0.248
56 C -0.72 -1.56 3.23  -0.294
57 C -1.27 -2.56 4.03  -0.122
58 C -1.41 -2.42 5.41  -0.124
59 C -1.01 -1.24 6.03  -0.137
60 C -0.46 -0.23 5.26  -0.109
61 C -0.31 -0.39 3.88  -0.113
62 H -1.78 -4.07 1.23  0.001
63 H -2.12 -3.02 -0.15  -0.006
64 H -2.83 -2.66 1.43  0.004
65 H 0.59 -4.19 1.90  0.006
66 H 1.62 -2.88 2.49  0.015
67 H 1.65 -3.32 0.80  -0.014
68 H -1.59 -3.49 3.57  0.085
69 H -1.84 -3.22 6.00  0.083
70 H -1.11 -1.12 7.10  0.081
71 H -0.12 0.69 5.73  0.090
72 H 0.15 0.40 3.31  0.079

(2)
C10H19B in the gas phase in a non-equilibrium geometry. Source: OMol25; level of theory: the ωB97M-V functional and the def2-TZVPD basis.

The relative energy (zero: lowest compared OMol25 entry of this formula, charge and spin) comes out at 0.000 eV. For the lowest unoccupied orbital energy, the calculation gives 0.61 eV. The value obtained for the max |F| is 3.69 eV/A. Its SMILES is CB1[C@H]2[C@H](C(C)C)CC[C@@]12C. As for the orbital gap: 8.8596 eV.

Each line ends with the Löwdin charge.
Positions of all 30 atoms, in Å:
1 C -1.11 3.04 -1.79  -0.024
2 B -0.40 1.75 -1.21  -0.151
3 C 0.23 0.89 -0.06  -0.047
4 C -0.49 -0.52 0.52  -0.230
5 C -0.11 -0.90 1.92  -0.474
6 C -0.67 -0.02 2.96  -0.067
7 C -0.46 -2.32 2.11  -0.090
8 C 0.01 -1.55 -0.54  -0.143
9 C 0.07 -0.77 -1.85  -0.124
10 C 0.66 0.61 -1.46  -0.450
11 C 2.00 0.80 -1.98  -0.071
12 H -1.53 3.12 -2.79  0.042
13 H -0.21 3.81 -1.77  0.118
14 H -1.92 3.32 -1.11  0.039
15 H 0.93 1.31 0.68  0.130
16 H -1.52 -0.44 0.35  0.123
17 H 1.02 -0.71 1.88  0.166
18 H -1.64 0.22 2.68  0.061
19 H -0.06 0.85 3.12  0.072
20 H -0.67 -0.59 3.95  0.109
21 H -1.50 -2.51 2.10  0.079
22 H -0.04 -2.70 3.05  0.079
23 H 0.06 -3.00 1.34  0.097
24 H -0.71 -2.45 -0.58  0.136
25 H 0.99 -1.93 -0.23  0.114
26 H 0.69 -1.13 -2.61  0.082
27 H -0.83 -0.66 -2.45  0.118
28 H 2.00 0.87 -3.09  0.094
29 H 2.57 -0.08 -1.59  0.092
30 H 2.65 1.69 -1.54  0.123

(3)
A molecular structure, C29H52AlI2N2O11 in a non-equilibrium geometry. Source: OMol25; level of theory: the ωB97M-V functional and the def2-TZVPD basis.

As for the net charge: -1. For the lowest unoccupied orbital energy, the calculation gives 2.18 eV. The value obtained for the max |F| is 1.87 eV/A. As for the orbital gap: 7.0479 eV.

Each line ends with the Löwdin charge.
Positions of all 97 atoms, in Å:
1 C -1.06 0.04 2.37  -0.161
2 C -1.27 -1.51 2.42  -0.836
3 I -2.75 -1.96 3.99  0.618
4 C -1.82 -1.99 1.03  -0.702
5 I -3.10 -3.74 1.37  0.712
6 Al -0.15 -2.68 0.02  0.199
7 C -0.25 -2.44 -1.97  -0.190
8 C -1.72 -2.54 -2.52  -0.266
9 C -2.26 -1.20 -3.02  -0.290
10 N -1.39 -0.56 -4.03  -0.022
11 C 1.48 -1.61 0.66  -0.191
12 C 2.75 -2.37 0.14  -0.279
13 C 3.73 -2.75 1.26  -0.217
14 C 3.27 -3.97 2.10  -0.273
15 N 2.86 -3.58 3.48  -0.009
16 O 0.16 -4.41 0.61  -0.048
17 C -0.12 -5.36 -0.25  -0.566
18 O -1.02 -5.37 -1.08  0.053
19 C 0.78 -6.59 -0.13  -0.137
20 C 1.89 -6.81 -0.90  -0.028
21 C 2.65 -7.95 -0.66  -0.101
22 C 2.30 -8.82 0.34  -0.120
23 C 1.17 -8.62 1.12  -0.086
24 C 0.42 -7.49 0.87  -0.035
25 H 0.01 0.26 2.51  0.064
26 H -1.43 0.40 1.41  0.071
27 H -1.63 0.50 3.18  0.024
28 H -0.38 -2.06 2.71  0.029
29 H -2.38 -1.22 0.49  0.020
30 H 0.08 -1.41 -2.18  0.034
31 H 0.40 -3.11 -2.55  0.054
32 H -2.42 -2.90 -1.75  0.065
33 H -1.70 -3.22 -3.38  0.100
34 H -3.23 -1.42 -3.53  0.100
35 H -2.52 -0.49 -2.23  0.107
36 H -1.24 -1.19 -4.82  0.080
37 H -1.93 0.22 -4.40  0.046
38 H 1.45 -0.63 0.18  0.050
39 H 1.49 -1.55 1.76  0.027
40 H 2.51 -3.27 -0.45  0.083
41 H 3.30 -1.69 -0.54  0.093
42 H 4.69 -3.03 0.80  0.095
43 H 3.94 -1.92 1.95  0.102
44 H 4.14 -4.63 2.23  0.099
45 H 2.49 -4.56 1.61  0.093
46 H 2.85 -4.43 4.04  0.051
47 H 1.91 -3.22 3.39  0.044
48 H 2.18 -6.11 -1.68  0.121
49 H 3.54 -8.12 -1.25  0.100
50 H 2.92 -9.70 0.54  0.097
51 H 0.88 -9.30 1.91  0.101
52 H -0.46 -7.29 1.47  0.127
53 C 1.37 5.39 -1.29  -0.066
54 C 0.85 5.27 -2.71  -0.218
55 O 1.51 4.21 -3.42  0.028
56 C 1.05 2.98 -3.16  -0.612
57 O 0.15 2.72 -2.41  0.118
58 O 1.77 2.12 -3.86  0.004
59 C 1.44 0.73 -3.63  -0.035
60 H 2.45 5.49 -1.29  0.079
61 H 0.93 6.25 -0.79  0.077
62 H 1.13 4.50 -0.71  0.077
63 H 1.06 6.18 -3.26  0.119
64 H -0.23 5.13 -2.73  0.116
65 H 0.37 0.54 -3.78  0.047
66 H 1.75 0.44 -2.63  0.091
67 H 2.00 0.15 -4.36  0.093
68 C 1.86 4.91 7.56  -0.070
69 C 1.24 4.75 6.19  -0.221
70 O 1.85 3.67 5.47  0.033
71 C 1.41 2.45 5.80  -0.610
72 O 0.57 2.20 6.61  0.123
73 O 2.09 1.56 5.08  0.010
74 C 1.77 0.20 5.36  -0.029
75 H 2.94 5.02 7.48  0.079
76 H 1.45 5.80 8.06  0.076
77 H 1.66 4.04 8.19  0.075
78 H 1.41 5.64 5.59  0.120
79 H 0.16 4.60 6.25  0.123
80 H 0.70 0.02 5.30  0.091
81 H 2.15 -0.07 6.35  0.098
82 H 2.28 -0.42 4.62  0.089
83 C -5.05 7.61 -5.14  -0.069
84 C -5.80 6.77 -4.13  -0.219
85 O -5.55 5.37 -4.32  0.034
86 C -4.40 4.93 -3.81  -0.610
87 O -3.59 5.59 -3.21  0.120
88 O -4.30 3.63 -4.09  0.013
89 C -3.08 3.03 -3.65  -0.027
90 H -5.27 7.27 -6.16  0.080
91 H -5.32 8.66 -5.05  0.077
92 H -3.97 7.52 -5.00  0.075
93 H -6.88 6.91 -4.26  0.120
94 H -5.56 7.07 -3.11  0.122
95 H -2.90 3.22 -2.60  0.101
96 H -2.25 3.40 -4.25  0.098
97 H -3.17 1.96 -3.80  0.078